## w
The following is a quantum chemistry calculation of a 4-piece molecular cluster, C3H13O3S overall, from the OMol25 dataset.

Atoms and positions in Å:
C (0.560, 0.033, -0.768)
C (-0.251, -0.964, 0.142)
C (-1.540, -0.341, 0.614)
S (-1.445, 1.072, 1.787)
H (0.250, 0.085, -1.801)
H (1.555, -0.387, -0.897)
H (0.492, 1.055, -0.385)
H (-0.196, -1.922, -0.341)
H (0.295, -0.917, 1.080)
H (-2.068, -1.172, 1.079)
H (-2.187, 0.099, -0.179)
H (3.302, -2.461, -2.317)
H (4.049, -1.137, -2.161)
O (4.024, -1.943, -2.673)
H (0.149, 2.449, 3.654)
H (0.550, 1.666, 2.418)
O (0.936, 2.195, 3.174)
H (-1.558, -0.200, -2.667)
H (-1.567, -1.718, -3.091)
O (-1.585, -0.806, -3.393)

Properties
- E_HOMO (Ha) = -0.110
- frontier orbital gap (eV) = 6.0
- E_LUMO (eV) = 3.03
- net charge = -1
- multiplicity = 1

## x
The following is a quantum chemistry calculation of a 4-piece molecular cluster, C3H13O3S overall, from the OMol25 dataset.

Atoms and positions in Å:
C (1.033, -2.081, 0.860)
C (-0.366, -1.497, 1.427)
C (-1.408, -1.067, 0.348)
S (-0.723, -0.039, -1.014)
H (1.471, -2.492, 1.824)
H (1.362, -1.309, 0.121)
H (0.566, -2.840, 0.258)
H (-0.727, -2.289, 2.029)
H (0.035, -0.859, 2.123)
H (-2.406, -0.836, 0.781)
H (-1.715, -2.096, -0.249)
H (2.425, 2.457, 1.705)
H (1.789, 3.655, 2.078)
O (2.519, 3.110, 2.339)
H (-1.941, -0.405, -2.551)
H (-3.414, -0.396, -2.265)
O (-2.850, -0.495, -3.038)
H (1.758, 0.764, 0.324)
H (1.550, 1.598, -0.666)
O (2.238, 1.578, 0.062)

Properties
- E_HOMO (Ha) = -0.133
- frontier orbital gap (eV) = 7.3
- E_LUMO (eV) = 3.69
- net charge = -1
- multiplicity = 1

## y
The following is a quantum chemistry calculation of a 4-piece molecular cluster, C3H13O3S overall, from the OMol25 dataset.

Atoms and positions in Å:
C (-1.314, -0.142, 0.989)
C (-1.497, 0.837, -0.151)
C (-0.397, 1.914, -0.242)
S (-0.278, 2.960, 1.247)
H (-1.899, -1.070, 0.944)
H (-1.480, 0.367, 1.945)
H (-0.280, -0.474, 1.096)
H (-1.510, 0.316, -1.125)
H (-2.435, 1.358, -0.049)
H (-0.670, 2.483, -1.135)
H (0.562, 1.423, -0.433)
H (0.418, -2.050, -3.907)
H (1.180, -2.392, -2.643)
O (0.747, -2.803, -3.405)
H (1.336, 1.292, 2.913)
H (1.425, 0.917, 1.544)
O (1.763, 0.590, 2.397)
H (1.862, -2.338, 0.429)
H (0.912, -1.269, -0.033)
O (1.555, -1.917, -0.381)

Properties
- E_HOMO (Ha) = -0.108
- frontier orbital gap (eV) = 6.2
- E_LUMO (eV) = 3.26
- net charge = -1
- multiplicity = 1

## z
The following is a quantum chemistry calculation of a 4-piece molecular cluster, C3H13O3S overall, from the OMol25 dataset.

Atoms and positions in Å:
C (-1.633, 2.910, 1.927)
C (-0.878, 1.853, 1.012)
C (-0.587, 2.500, -0.303)
S (0.429, 1.543, -1.526)
H (-0.699, 3.432, 2.394)
H (-2.317, 2.390, 2.704)
H (-2.263, 3.549, 1.270)
H (0.012, 1.346, 1.492)
H (-1.574, 0.908, 0.777)
H (-0.183, 3.462, -0.073)
H (-1.571, 2.885, -0.875)
H (0.013, -6.029, 4.032)
H (-0.081, -5.898, 2.546)
O (0.308, -6.453, 3.228)
H (0.572, -0.360, -2.556)
H (0.445, -1.037, -3.829)
O (0.759, -1.261, -2.864)
H (2.607, -1.739, -2.509)
H (3.294, -1.861, -3.880)
O (3.347, -2.140, -2.967)

Properties
- E_HOMO (Ha) = -0.108
- frontier orbital gap (eV) = 5.7
- E_LUMO (eV) = 2.80
- net charge = -1
- multiplicity = 1

According to the calculations, the structures order from most to least stable as y, w, z, x.